1.
{"formula": "C8H14BF13NbO2S", "method": "ωB97M-V/def2-TZVPD", "homo_energy_ev": -4.63, "homo_lumo_gap_ev": 5.413, "max_force_ev_per_a": 4.5, "total_charge": -1, "relative_energy_kj_mol": 297.7, "elements": ["C", "C", "O", "B", "O", "Nb", "C", "C", "C", "F", "F", "C", "F", "F", "C", "F", "F", "C", "F", "F", "S", "F", "F", "F", "F", "F", "H", "H", "H", "H", "H", "H", "H", "H", "H", "H", "H", "H", "H", "H"], "coordinates": [[4.1100, 2.2981, -1.4753], [3.7745, 1.7755, 0.0033], [4.3602, 0.4463, 0.1249], [3.3900, -0.4354, 0.7546], [3.2258, -0.3965, 2.1967], [2.1173, -1.9147, -0.5261], [0.3916, -1.5638, 0.9829], [-0.7678, -2.6592, 0.9129], [-1.8421, -2.4809, -0.2394], [-2.7454, -3.5931, -0.0603], [-1.3284, -2.7026, -1.5454], [-2.7786, -1.1971, -0.1318], [-3.9901, -1.5514, -0.8031], [-3.1604, -1.0844, 1.2242], [-2.2750, 0.1492, -0.8013], [-3.0083, 0.3105, -2.0090], [-0.9386, 0.0743, -1.2712], [-2.2872, 1.4661, 0.0942], [-1.6890, 1.3085, 1.3579], [-1.4087, 2.3678, -0.5691], [-3.8937, 2.3762, 0.2917], [-3.0151, 3.7401, 0.7526], [-3.9348, 2.9173, -1.2655], [-4.8492, 1.0702, 0.0081], [-3.9171, 1.9577, 1.9255], [-5.2701, 3.2545, 0.5788], [4.1044, 1.4016, -2.1819], [3.3708, 3.0987, -1.8156], [5.1672, 2.7198, -1.4682], [4.2059, 2.4910, 0.7835], [2.6389, 1.7382, 0.1747], [3.6764, 0.3891, 2.5711], [2.8241, -3.2554, 0.5013], [1.2074, -3.1957, -1.4353], [1.5566, -0.5817, -1.6249], [3.5702, -2.0985, -1.6237], [0.9014, -1.6984, 2.0071], [0.0447, -0.4822, 0.9554], [-0.2564, -3.6683, 0.7146], [-1.2812, -2.7913, 1.9309]], "lowdin_charge": [-0.090, -0.280, -0.140, -0.731, -0.018, 1.121, -0.393, -0.202, -0.321, 0.013, 0.018, -0.219, 0.059, 0.084, -0.225, 0.081, 0.047, -0.318, 0.085, 0.060, 0.975, -0.180, -0.146, -0.145, -0.186, -0.166, 0.085, 0.072, 0.069, 0.114, 0.111, 0.076, -0.144, -0.165, -0.135, -0.160, 0.047, 0.020, 0.106, 0.120]}


2.
{"formula": "C8H14ClFN3", "method": "ωB97M-V/def2-TZVPD", "homo_energy_ev": -12.94, "homo_lumo_gap_ev": 9.701, "max_force_ev_per_a": 11.2, "total_charge": 1, "relative_energy_kj_mol": 0.0, "elements": ["C", "N", "Cl", "C", "N", "C", "C", "N", "F", "C", "C", "C", "C", "H", "H", "H", "H", "H", "H", "H", "H", "H", "H", "H", "H", "H", "H"], "coordinates": [[-4.8343, 0.2125, 0.0002], [-6.0079, -0.2110, -0.0001], [3.5659, 1.6515, 0.0001], [2.8939, -0.0060, 0.0005], [1.4334, 0.0366, -0.0004], [0.8302, 0.7297, 1.3041], [-0.6601, 0.6712, 1.2453], [-1.0180, -0.0286, 0.0004], [-3.7180, -0.2858, -0.0001], [-0.6121, -1.4391, 0.0015], [0.8860, -1.4503, 0.0010], [-0.6595, 0.6707, -1.2467], [0.8290, 0.7297, -1.3037], [3.2126, -0.5176, -0.9127], [3.2128, -0.5176, 0.9124], [1.2184, 0.1728, 2.1420], [1.2168, 1.7523, 1.2867], [-1.1444, 0.1027, 2.0368], [-1.1771, 1.6605, 1.1997], [-1.0850, -1.8881, 0.8817], [-1.0855, -1.8888, -0.8830], [1.2946, -1.9234, -0.9036], [1.2941, -1.9231, 0.9026], [-1.1441, 0.1031, -2.0363], [-1.1774, 1.6609, -1.1997], [1.2171, 1.7525, -1.2867], [1.2185, 0.1728, -2.1420]], "lowdin_charge": [-0.315, 0.174, 0.682, -0.501, -0.237, -0.049, -0.136, -0.214, 0.141, -0.140, -0.045, -0.135, -0.050, 0.109, 0.108, 0.132, 0.111, 0.133, 0.148, 0.138, 0.140, 0.141, 0.140, 0.132, 0.149, 0.111, 0.133]}


3.
{"formula": "C8H14ClN2O", "method": "ωB97M-V/def2-TZVPD", "homo_energy_ev": -14.30, "homo_lumo_gap_ev": 11.053, "max_force_ev_per_a": 4.0, "total_charge": 1, "relative_energy_kj_mol": 149.3, "elements": ["C", "C", "C", "C", "C", "C", "C", "C", "N", "N", "O", "Cl", "H", "H", "H", "H", "H", "H", "H", "H", "H", "H", "H", "H", "H", "H"], "coordinates": [[1.8821, 0.7916, -0.4234], [-2.4384, -0.9047, 0.2119], [-1.5147, -1.4906, -0.8931], [-1.7358, -0.1901, 1.3419], [-0.7243, -0.3329, -1.4852], [-0.9483, 0.9881, 0.7080], [-0.0877, 0.4992, -0.4451], [3.7354, 0.2411, 0.7990], [0.8563, 1.5471, -0.8936], [1.0735, -0.2515, 0.1005], [3.0905, 1.0802, -0.1805], [-2.0214, 2.3040, 0.0332], [-3.2231, -0.2936, -0.3770], [-3.2230, -1.5640, 0.5349], [-0.8035, -2.2641, -0.6375], [-2.1163, -1.8428, -1.6895], [-2.3791, 0.0509, 2.1386], [-0.9842, -0.8435, 1.7577], [-0.0572, -0.9437, -2.2798], [-1.3102, 0.3628, -2.0184], [-0.3861, 1.4652, 1.4280], [4.4426, 0.8369, 1.3067], [3.9835, -0.7303, 0.4185], [2.9502, 0.1775, 1.5249], [0.7580, 2.5388, -1.0219], [1.1813, -1.2317, 0.0410]], "lowdin_charge": [-0.290, -0.196, -0.162, -0.159, -0.143, -0.529, -0.475, 0.044, 0.253, 0.219, 0.085, 0.675, 0.139, 0.105, 0.109, 0.108, 0.110, 0.118, 0.188, 0.101, 0.082, 0.104, 0.113, 0.091, 0.166, 0.144]}


4.
{"formula": "C8H14ClN4", "method": "ωB97M-V/def2-TZVPD", "homo_energy_ev": -11.84, "homo_lumo_gap_ev": 6.151, "max_force_ev_per_a": 5.1, "total_charge": 1, "relative_energy_kj_mol": 299.7, "elements": ["C", "C", "C", "C", "C", "C", "C", "C", "N", "N", "N", "N", "Cl", "H", "H", "H", "H", "H", "H", "H", "H", "H", "H", "H", "H", "H", "H"], "coordinates": [[0.0809, 4.5641, 3.0415], [-0.0709, 4.3453, 1.7070], [0.1326, 3.4123, 3.8311], [0.4616, 2.2669, 1.9640], [-1.0189, -1.1518, -2.3890], [0.3123, -0.8969, 1.0605], [-0.3760, -2.3294, -1.8435], [0.8249, -2.1203, 0.3667], [0.0981, 3.1713, 1.1273], [0.3089, 2.1984, 3.2553], [1.1449, 0.2783, 0.9740], [0.8543, -2.0201, -1.1121], [2.6871, 0.0849, 1.7636], [0.0189, 5.3977, 3.6736], [-0.3803, 5.1229, 1.0428], [-0.0165, 3.3501, 4.8847], [-0.2673, -0.5585, -3.1172], [-1.8754, -1.3815, -2.9018], [-1.2246, -0.5112, -1.6004], [-0.7061, -0.5249, 0.7129], [0.2465, -0.9811, 2.1391], [-0.0900, -3.0982, -2.5843], [-0.9706, -3.0204, -1.1242], [0.2192, -2.9889, 0.6460], [1.8159, -2.3149, 0.7076], [1.0198, -1.1302, -1.4838], [1.1200, 0.5396, 0.0413]], "lowdin_charge": [0.020, -0.082, -0.030, -0.065, -0.097, -0.275, -0.320, -0.199, 0.159, 0.157, -0.398, -0.061, 0.724, 0.117, 0.133, 0.129, 0.148, 0.052, 0.035, 0.153, 0.111, 0.117, 0.145, 0.131, 0.084, 0.052, 0.062]}


5.
{"formula": "C8H14FN2", "method": "ωB97M-V/def2-TZVPD", "homo_energy_ev": -13.09, "homo_lumo_gap_ev": 10.354, "max_force_ev_per_a": 4.6, "total_charge": 1, "relative_energy_kj_mol": 0.0, "elements": ["C", "C", "C", "C", "N", "C", "C", "C", "F", "N", "C", "H", "H", "H", "H", "H", "H", "H", "H", "H", "H", "H", "H", "H", "H"], "coordinates": [[-2.2667, 1.4170, -0.1656], [-1.0836, 0.5309, -0.1712], [-0.8965, -0.8031, -0.3172], [-1.8483, -1.8842, -0.4742], [0.5196, -1.0183, 0.0389], [1.1225, -2.3308, 0.2941], [1.0868, 0.1793, 0.0763], [2.6921, 0.3154, 0.2533], [3.2072, -0.5822, -0.5739], [0.1688, 1.1488, -0.0660], [0.2646, 2.5514, 0.1110], [-3.1858, 1.0535, -0.6089], [-2.4399, 1.4813, 0.8433], [-1.8763, 2.3599, -0.5849], [-1.9171, -2.4500, 0.4814], [-2.7770, -1.4265, -0.8351], [-1.5332, -2.7450, -1.1296], [0.4071, -2.9856, -0.0032], [2.0627, -2.5064, -0.1942], [1.5018, -2.4477, 1.3810], [2.9452, 0.2150, 1.2695], [3.0238, 1.3099, -0.1512], [-0.4477, 2.9762, 0.7886], [1.2934, 2.6724, 0.5618], [-0.0234, 2.9689, -0.8239]], "lowdin_charge": [0.026, -0.185, -0.152, -0.017, 0.023, 0.037, -0.109, -0.094, 0.019, -0.026, 0.005, 0.105, 0.078, 0.089, 0.111, 0.099, 0.112, 0.047, 0.089, 0.149, 0.115, 0.143, 0.101, 0.132, 0.103]}


6.
{"formula": "C8H14IN2OP2S3", "method": "ωB97M-V/def2-TZVPD", "homo_energy_ev": -12.17, "homo_lumo_gap_ev": 7.429, "max_force_ev_per_a": 1.6, "total_charge": 1, "elements": ["C", "C", "S", "C", "C", "N", "I", "C", "P", "S", "C", "C", "C", "O", "N", "P", "S", "H", "H", "H", "H", "H", "H", "H", "H", "H", "H", "H", "H", "H", "H"], "coordinates": [[2.4821, -0.4222, 1.4626], [3.3726, -1.1405, 0.4370], [3.2459, -0.4269, -1.2248], [1.5930, -0.9768, -1.6842], [0.4866, -0.1339, -1.1526], [0.4062, 1.1833, -1.2527], [1.6774, 2.5079, -2.1757], [-0.7635, 1.6341, -0.6381], [-1.2494, 3.3807, -0.5429], [-0.2653, 4.3764, 0.7808], [-1.4093, 0.5211, -0.1680], [-2.7598, 0.5570, 0.5004], [-3.0685, -0.5023, 1.5353], [-3.6076, -1.5189, 1.2450], [-0.6156, -0.5743, -0.4872], [-0.9694, -2.2611, -0.0944], [-0.5510, -2.7344, 1.7090], [2.3645, 0.6240, 1.2002], [1.5103, -0.8931, 1.5448], [2.9670, -0.4460, 2.4325], [4.4081, -1.1101, 0.7403], [3.0389, -2.1688, 0.3529], [1.4770, -2.0043, -1.3776], [1.5486, -0.9469, -2.7693], [-2.6165, 3.2935, -0.2680], [-1.1125, 3.8106, -1.8671], [-3.5310, 0.4950, -0.2612], [-2.8141, 1.5127, 1.0033], [-2.8238, -0.2705, 2.5765], [-2.2767, -2.4477, -0.5543], [-0.1443, -2.9175, -1.0025]], "lowdin_charge": [-0.146, -0.488, 0.827, -0.426, -0.384, -0.407, 1.094, -0.428, 0.303, 0.172, -0.209, -0.074, -0.299, 0.034, -0.108, 0.449, 0.311, 0.064, -0.004, 0.081, 0.076, 0.070, 0.049, 0.096, -0.009, -0.035, 0.143, 0.105, 0.136, 0.018, -0.011]}